Here is a structure of composition C27H28B2CoF4N5O5P from the Open Molecules 2025 dataset. Energies are from the ωB97M-V functional and the def2-TZVPD basis.

Geometry (Å):
Co: -0.07093 1.15054 0.06175
C: 2.56123 3.61047 2.37730
C: 1.62120 3.10807 1.34503
N: 1.27177 1.69479 1.39717
O: 1.15092 1.21701 2.65923
B: -0.32742 1.50699 3.25341
F: -0.56348 2.82498 2.98771
F: -0.24928 1.09269 4.51789
O: -1.31339 0.64052 2.53938
N: -1.48844 0.82827 1.23501
C: -2.64059 0.59581 0.70635
C: -3.85361 0.23802 1.47890
C: -2.62557 0.80161 -0.76471
N: -1.43791 1.04139 -1.18397
O: -1.15684 1.45400 -2.43278
B: -1.33821 2.94579 -2.51935
F: -0.85839 3.38066 -3.68652
F: -2.60126 3.30596 -2.16066
O: -0.40099 3.62533 -1.39777
N: 0.08921 3.00169 -0.38519
C: 0.94680 3.78281 0.38596
C: 1.05489 5.23678 0.09824
C: -3.84672 0.74919 -1.59810
H: 3.30830 2.85368 2.62315
H: 2.02490 3.85344 3.29710
H: 3.07367 4.50316 2.02877
H: -4.40353 1.15018 1.72901
H: -3.59077 -0.25648 2.41032
H: -4.50861 -0.39688 0.88526
H: 0.06878 5.69614 0.18007
H: 1.39723 5.40182 -0.92375
H: 1.73141 5.72230 0.79386
H: -4.54707 1.52401 -1.28093
H: -3.60484 0.90110 -2.64454
H: -4.32754 -0.22279 -1.46519
O: 2.68198 -0.22788 1.46342
N: 2.38991 0.84888 0.76470
C: 2.59337 0.94102 -0.50949
C: 2.79154 -0.24929 -1.32520
C: 3.84119 -0.33169 -2.23173
C: 3.95931 -1.44489 -3.04621
C: 3.00790 -2.45039 -2.98033
C: 1.92697 -2.34628 -2.11363
C: 1.79611 -1.25676 -1.25903
P: 0.30687 -1.17710 -0.17754
C: 0.65241 -2.26491 1.22913
C: 1.74143 -3.13846 1.17405
C: 1.97723 -4.01707 2.21818
C: 1.13660 -4.03283 3.32365
C: 0.05162 -3.16984 3.38151
C: -0.19396 -2.28900 2.33849
C: -1.01602 -1.95869 -1.12619
C: -1.90981 -2.82670 -0.49983
C: -2.94654 -3.39525 -1.22984
C: -3.08679 -3.11003 -2.57968
C: -2.19323 -2.24702 -3.20727
C: -1.16602 -1.66581 -2.48551
H: 2.16917 -0.09917 2.31581
H: 2.48378 1.94354 -0.91474
H: 4.57272 0.46454 -2.28621
H: 4.78684 -1.52105 -3.73818
H: 3.09296 -3.31893 -3.61983
H: 1.17554 -3.12578 -2.11065
H: 2.41575 -3.13293 0.32848
H: 2.82258 -4.69010 2.16856
H: 1.32736 -4.71822 4.13849
H: -0.60614 -3.17734 4.24031
H: -1.04142 -1.62682 2.40529
H: -1.79035 -3.08709 0.54351
H: -3.62971 -4.07894 -0.74370
H: -3.88564 -3.56665 -3.14897
H: -2.29628 -2.03015 -4.26243
H: -0.48413 -0.98795 -2.98480

Atoms 1-3, force components in eV/Å:
-0.4 0.4 -0.2
0.0 0.0 0.0
0.0 0.2 0.0

Its orbital gap (spin up / spin down) is 6.254 / 6.819 eV. Its spin multiplicity is 2. The value obtained for the molar mass is 690.074 g mol⁻¹. The charge is +2. As for the energy relative to the best compared isomer or geometry (same formula, charge and spin): 1.4507 eV. For the total energy, the calculation gives -3868.4644 a.u.

---

Here is a structure of composition C27H28BrCaO6Te from the Open Molecules 2025 dataset. Energies are from the ωB97M-V functional and the def2-TZVPD basis.

Geometry (Å):
Ca: 1.81073 -2.81869 -1.25592
O: 4.04341 -8.58900 -0.00243
C: 3.62592 -7.48161 -0.23585
C: 3.76931 -6.72094 -1.54630
O: 4.32284 -7.12878 -2.54812
C: 3.11008 -5.42775 -1.33198
C: 2.60189 -5.34896 -0.01437
O: 1.98295 -4.30391 0.43873
C: 2.86338 -6.58263 0.72336
O: 2.54540 -6.85878 1.86535
O: 2.99259 -4.47097 -2.19358
C: -1.99270 4.60308 -0.65646
C: -2.16825 3.42861 -1.61950
C: -2.07864 3.97086 -3.05279
C: -3.56588 2.83608 -1.39340
C: -1.10693 2.34823 -1.41044
C: -1.09970 1.21977 -2.21975
C: -0.12591 0.26125 -2.03877
Br: -0.11441 -1.25366 -3.21389
C: 0.89185 0.31657 -1.06820
O: 1.74977 -0.64969 -0.93854
C: 0.89727 1.49190 -0.26608
C: -0.09592 2.44529 -0.45639
C: 2.02177 1.70182 0.75350
C: 2.03942 0.57141 1.79029
C: 1.87063 3.01782 1.52186
C: 3.36683 1.74596 0.01270
H: -2.77235 5.34537 -0.84205
H: -1.02575 5.09174 -0.79057
H: -2.07461 4.28330 0.38439
H: -2.83204 4.74647 -3.21569
H: -2.24303 3.18346 -3.78958
H: -1.09302 4.40157 -3.23877
H: -4.33723 3.58754 -1.58369
H: -3.66813 2.48953 -0.36331
H: -3.74938 1.98743 -2.05440
H: -1.83805 1.08105 -2.99996
H: -0.07652 3.32115 0.17250
H: 1.10027 0.55551 2.34466
H: 2.85553 0.73202 2.50032
H: 2.18077 -0.39570 1.31363
H: 0.94408 3.04477 2.10054
H: 1.89179 3.88434 0.85736
H: 2.70294 3.11540 2.22223
H: 3.53495 0.82561 -0.54301
H: 4.18291 1.87686 0.72869
H: 3.38861 2.58499 -0.68688
C: -2.39589 -2.06345 -0.21053
Te: -1.01883 -3.68346 0.04294
C: -0.35568 -2.64911 1.78818
C: -1.27637 -1.46855 1.96353
C: -1.16986 -0.65160 3.08760
C: -1.97184 0.46745 3.23186
C: -2.90184 0.78163 2.24771
C: -3.02987 -0.03800 1.14035
C: -2.22782 -1.16715 0.99034
H: -3.41418 -2.44480 -0.27233
H: -2.16718 -1.53274 -1.13428
H: 0.67880 -2.33681 1.65492
H: -0.38308 -3.33406 2.63248
H: -0.43636 -0.89387 3.84795
H: -1.87043 1.09645 4.10739
H: -3.52874 1.65915 2.34876
H: -3.76027 0.19321 0.37370

Atoms 1-3, force components in eV/Å:
0.0 -0.1 -0.1
0.0 0.0 0.0
0.0 0.0 0.0

Its orbital gap is 6.411 eV. The value obtained for the molar mass is 696.097 g mol⁻¹. The charge is -1. As for the energy relative to the best compared isomer or geometry (same formula, charge and spin): 0.0000 eV. For the total energy, the calculation gives -5016.9703 a.u.

---

Here is a structure of composition C27H28BrCl4IrN5O7PS at a distorted geometry from the Open Molecules 2025 dataset. Energies are from the ωB97M-V functional and the def2-TZVPD basis.

Geometry (Å):
Ir: -0.40730 -0.85110 -0.21380
Cl: 6.31602 -1.05839 -2.11304
C: 4.88652 -0.92011 -1.16688
C: 4.98059 -0.71549 0.23173
Cl: 6.52941 -0.59103 0.97462
C: 3.83892 -0.61840 1.00025
Cl: 3.92044 -0.40454 2.70687
C: 2.55766 -0.72907 0.40802
O: 1.46518 -0.67993 1.06024
C: 2.46764 -0.92451 -1.01078
O: 1.30311 -1.01243 -1.54717
C: 3.64886 -1.01573 -1.77043
Cl: 3.48636 -1.25710 -3.47448
N: 3.72913 2.85857 4.70235
C: 2.51496 2.51823 4.15029
C: 1.46114 2.08428 4.96664
C: 0.25344 1.71041 4.41288
C: 0.09245 1.76485 3.03529
C: 1.12605 2.19362 2.20974
C: 2.32896 2.56910 2.76450
S: -1.44520 1.38919 2.30603
O: -1.62424 2.29694 1.20753
O: -2.45490 1.32934 3.32017
N: -1.32573 -0.11178 1.60811
C: -0.97009 -1.18048 2.36615
N: -0.82757 -1.16984 3.69616
C: -0.38523 -2.28593 4.25240
C: -0.07203 -3.43254 3.52938
C: -0.25734 -3.35685 2.17013
N: -0.73075 -2.25580 1.58492
H: 3.79432 2.99360 5.69281
H: 4.41299 3.32427 4.13632
H: 1.60493 2.04763 6.04169
H: -0.57149 1.37490 5.02838
H: 0.97299 2.23431 1.13582
H: 3.14008 2.89841 2.12467
H: -0.26548 -2.25993 5.33173
H: 0.30312 -4.32729 4.00437
H: -0.03970 -4.19719 1.52017
C: -0.54448 -0.08158 -5.09286
C: -0.21715 0.64631 -3.81174
O: -1.41800 0.73688 -3.01852
P: -1.28687 0.90343 -1.42357
O: -2.78549 1.33859 -1.17251
C: -3.77403 0.49414 -0.53710
C: -5.11076 1.17699 -0.68968
O: -0.39383 2.19317 -1.26837
C: -0.90453 3.50928 -1.59969
C: 0.26832 4.46049 -1.62366
H: 0.34936 -0.15591 -5.71810
H: -1.31650 0.45532 -5.64750
H: -0.91328 -1.08678 -4.88125
H: 0.13180 1.65841 -4.02934
H: 0.57224 0.14595 -3.25074
H: -3.52200 0.36839 0.50769
H: -3.77450 -0.48458 -1.02012
H: -5.15324 2.07097 -0.06558
H: -5.90290 0.49513 -0.37634
H: -5.27991 1.46243 -1.72882
H: -1.62796 3.78125 -0.83441
H: -1.40547 3.46569 -2.56884
H: 0.64871 4.62373 -0.61408
H: -0.04146 5.41885 -2.04429
H: 1.07357 4.05302 -2.23700
Br: -3.72290 -5.65039 -1.27878
C: -2.41957 -4.47316 -1.96619
C: -1.88633 -4.66680 -3.22653
C: -0.92711 -3.76998 -3.66548
C: -0.54694 -2.72084 -2.84568
N: -1.07627 -2.54438 -1.63032
C: -1.99635 -3.40909 -1.19579
H: -2.20833 -5.49584 -3.84154
H: -0.46736 -3.88423 -4.63818
H: 0.21651 -2.02456 -3.14638
H: -2.39517 -3.24250 -0.20249

Atoms 1-3, force components in eV/Å:
1.7 0.9 -0.9
0.1 0.0 -0.1
0.4 0.2 1.0

Its orbital gap (spin up / spin down) is 5.868 / 5.150 eV. The value obtained for the molar mass is 1011.523 g mol⁻¹. As for the energy relative to the best compared isomer or geometry (same formula, charge and spin): 3.7073 eV. For the total energy, the calculation gives -7104.8534 a.u.

---

Here is a structure of composition C27H28BrNO2PW from the Open Molecules 2025 dataset. Energies are from the ωB97M-V functional and the def2-TZVPD basis.

Geometry (Å):
W: 0.68072 0.21089 -0.46490
C: -2.23163 -1.63001 -3.01791
C: -1.03104 -2.16274 -2.59144
C: -0.60270 -1.92877 -1.27909
C: -1.40754 -1.15769 -0.40486
C: -2.61494 -0.60095 -0.86798
C: -3.02321 -0.85389 -2.15851
P: -0.68426 -0.89689 1.20941
C: -0.64035 -2.29719 2.28236
C: -0.15853 -2.09186 3.58266
C: -0.10898 -3.16344 4.45589
C: -0.52879 -4.42158 4.03522
C: -1.00805 -4.61896 2.74536
C: -1.06977 -3.55858 1.85709
C: -1.03039 0.72396 1.81068
C: -1.76068 1.27792 2.85077
C: -1.77236 2.66413 2.94035
C: -1.07844 3.44509 2.01502
C: -0.35152 2.87448 0.97480
C: -0.31135 1.48365 0.86213
H: -2.58076 -1.83373 -4.02239
H: -0.44561 -2.79226 -3.24910
H: 0.24815 -2.49008 -0.89042
H: -3.22565 -0.00898 -0.19689
H: -3.97373 -0.47285 -2.50956
H: 0.15422 -1.10711 3.91183
H: 0.24613 -3.01923 5.46718
H: -0.49322 -5.25439 4.72499
H: -1.34948 -5.59795 2.43801
H: -1.47396 -3.70869 0.86425
H: -2.29579 0.66528 3.56479
H: -2.32557 3.14609 3.73521
H: -1.10580 4.52271 2.11440
H: 0.17645 3.51960 0.28158
C: 2.34538 2.79414 -1.58329
O: 2.28044 1.62861 -0.69931
C: 3.54645 1.39688 -0.00331
C: 3.20316 0.65409 1.24776
O: 2.30341 -0.41903 0.85355
C: 2.67860 -1.73707 1.35485
H: 2.64537 3.65558 -0.99058
H: 1.35868 2.95374 -2.00125
H: 3.07179 2.59726 -2.36970
H: 3.99917 2.36135 0.22222
H: 4.19743 0.82462 -0.66591
H: 2.67232 1.27985 1.96600
H: 4.09576 0.23416 1.70874
H: 2.67900 -1.71634 2.44291
H: 3.66344 -1.99474 0.97036
H: 1.93823 -2.44954 1.00298
Br: -1.52619 3.00593 -6.22286
C: -0.99689 2.21315 -4.63530
C: -1.57209 2.59685 -3.42427
C: -1.14894 1.98951 -2.26493
N: -0.20128 1.02574 -2.25208
C: 0.33261 0.64228 -3.43624
C: -0.01862 1.21778 -4.63306
H: -2.33519 3.36181 -3.38931
H: -1.56152 2.27047 -1.30647
H: 1.07911 -0.14499 -3.41067
H: 0.44880 0.89189 -5.55179

Atoms 1-3, force components in eV/Å:
0.4 0.0 -0.1
0.0 0.0 0.0
0.0 0.0 0.0

Its orbital gap (spin up / spin down) is 6.990 / 7.051 eV. Its spin multiplicity is 3. The value obtained for the molar mass is 693.244 g mol⁻¹. The charge is +3. As for the energy relative to the best compared isomer or geometry (same formula, charge and spin): 0.0000 eV. For the total energy, the calculation gives -4232.3125 a.u.

---

Here is a structure of composition C27H28ClFN5O5Pt from the Open Molecules 2025 dataset. Energies are from the ωB97M-V functional and the def2-TZVPD basis.

Geometry (Å):
Pt: 0.02480 0.02693 -0.05068
C: 4.60550 5.70015 -2.40013
C: 3.67766 4.66010 -3.00885
N: 3.37875 3.57006 -2.07941
C: 2.24504 3.63940 -1.33794
C: 1.84553 2.73687 -0.40856
C: 0.45698 2.98509 0.15414
O: 0.08468 4.13601 0.27665
O: -0.29657 1.95996 0.40957
C: 2.74707 1.67023 -0.03008
O: 2.59740 0.89554 0.90915
C: 3.93802 1.55292 -0.90715
C: 4.76844 0.44692 -0.74211
C: 5.85125 0.27343 -1.55794
F: 6.60220 -0.84422 -1.42998
C: 6.18765 1.21240 -2.53688
C: 5.38439 2.32962 -2.67701
C: 4.23248 2.49650 -1.90092
N: 7.30014 1.06917 -3.41235
C: 8.46985 0.31034 -2.99578
C: 9.60864 0.62694 -3.98752
N: 9.24583 1.88666 -4.71653
C: 8.07324 1.65085 -5.62952
C: 7.02078 0.86597 -4.82576
H: 4.80103 6.49874 -3.11588
H: 5.55835 5.25667 -2.10649
H: 4.15364 6.14157 -1.51201
H: 4.09045 4.23522 -3.92278
H: 2.72638 5.10894 -3.28956
H: 1.60659 4.49290 -1.53285
H: 4.51796 -0.28409 0.01608
H: 5.66694 3.07246 -3.41000
H: 8.31042 -0.77081 -2.99135
H: 8.74565 0.61173 -1.98651
H: 9.72499 -0.14425 -4.74651
H: 10.56318 0.77440 -3.48876
H: 10.03896 2.26922 -5.22876
H: 8.94539 2.56707 -4.01403
H: 8.43785 1.10043 -6.49441
H: 7.71502 2.62713 -5.95014
H: 7.05692 -0.19860 -5.09071
H: 6.02324 1.22686 -5.06606
C: -2.75606 -0.72380 4.53895
N: -1.61222 -0.52723 3.66025
C: -0.31033 -0.31680 4.04898
C: 0.41979 -0.17131 2.91328
N: -0.43570 -0.30194 1.84838
C: -1.64940 -0.50514 2.32261
H: -2.39381 -0.84796 5.55512
H: -3.30025 -1.61918 4.24804
H: -3.41730 0.13930 4.49963
H: -0.02537 -0.29171 5.08521
H: 1.46706 0.02388 2.76768
H: -2.53796 -0.64760 1.73324
Cl: 2.80963 1.87832 -5.23751
C: 2.22700 0.69084 -4.10221
C: 2.77765 -0.58346 -4.11174
C: 2.28038 -1.54071 -3.24689
C: 1.24742 -1.23899 -2.36592
C: 0.72785 0.04914 -2.36770
C: 1.20968 1.02845 -3.23116
C: 0.75494 -2.33958 -1.44114
O: 0.92219 -3.49541 -1.75383
O: 0.21288 -1.93603 -0.33047
H: 3.56766 -0.82485 -4.81036
H: 2.66546 -2.55190 -3.24755
H: -0.21714 0.37219 -1.82796
H: 0.77186 2.01615 -3.24841

Atoms 1-3, force components in eV/Å:
0.1 0.1 -0.2
0.0 0.0 0.0
0.1 0.0 0.0

Its orbital gap is 7.162 eV. The value obtained for the molar mass is 752.080 g mol⁻¹. The charge is +1. As for the energy relative to the best compared isomer or geometry (same formula, charge and spin): 1.3426 eV. For the total energy, the calculation gives -2374.8388 a.u.

---

Here is a structure of composition C27H28ClIrNO3P2 at a distorted geometry from the Open Molecules 2025 dataset. Energies are from the ωB97M-V functional and the def2-TZVPD basis.

Geometry (Å):
C: 1.90747 -2.73014 -3.79611
C: 1.35978 -1.60856 -3.18205
C: -0.04852 -1.56392 -2.93829
C: -0.73867 -2.79451 -2.78017
C: -0.20897 -3.90508 -3.44153
C: 1.07869 -3.85224 -3.97135
C: -1.99883 -2.68622 -1.99029
C: -2.79914 -1.48451 -2.38271
C: -2.01204 -0.30697 -2.53480
C: -2.64439 0.96032 -2.34698
C: -4.02379 1.07512 -2.50840
C: -4.77375 -0.11325 -2.67768
C: -4.17869 -1.37353 -2.57409
H: 2.95398 -2.70254 -4.13664
H: -0.82409 -4.80551 -3.55967
H: 1.49375 -4.71299 -4.49315
H: -2.55966 -3.63010 -1.87243
H: -4.48811 2.07176 -2.50872
H: -5.84820 -0.02104 -2.83382
H: -4.79431 -2.28952 -2.62987
N: -0.68102 -0.34903 -2.86287
Ir: 0.07947 -0.16951 0.08860
C: 2.13794 -0.38266 -2.80153
H: 1.70676 0.49332 -3.30544
H: 3.18859 -0.46814 -3.10874
C: -1.72575 2.10460 -2.08189
H: -0.98685 2.13917 -2.89247
H: -2.28631 3.04730 -2.05049
P: 2.04859 -0.03701 -0.95289
P: -0.69454 1.90461 -0.50456
C: -1.94063 2.43926 0.73457
H: -1.45168 2.50491 1.71526
H: -2.38361 3.41563 0.48344
H: -2.73026 1.67884 0.79313
C: 0.43318 3.35282 -0.59331
H: -0.10803 4.31114 -0.58117
H: 1.10850 3.34267 0.27016
H: 1.04044 3.32085 -1.50496
C: 2.92224 -1.50225 -0.26148
H: 3.86227 -1.70869 -0.78853
H: 3.13752 -1.32094 0.79963
H: 2.26886 -2.37939 -0.33950
C: 3.22043 1.33753 -0.65008
H: 3.24344 1.57653 0.42199
H: 4.23741 1.05925 -0.96171
H: 2.92140 2.23615 -1.20117
C: 0.74008 0.41129 1.70684
O: 1.15913 0.80752 2.72011
H: -1.58504 -2.30147 -0.90588
Cl: -0.55768 -1.14847 7.16991
C: -1.11989 -1.28708 5.55342
C: -2.28370 -0.60388 5.15435
C: -2.68274 -0.64933 3.80784
C: -1.93416 -1.36822 2.86301
C: -0.79984 -2.07559 3.28276
C: -0.38848 -2.03160 4.61480
C: -2.24879 -1.18605 1.39546
O: -3.26542 -0.60201 1.01206
O: -1.28822 -1.66737 0.58521
H: -2.83528 -0.00786 5.86815
H: -3.53739 -0.06788 3.47716
H: -0.19407 -2.60827 2.54527
H: 0.53213 -2.52623 4.92754

Atoms 1-3, force components in eV/Å:
-0.2 0.4 0.7
-0.2 0.2 -0.5
0.0 0.1 0.4

Its orbital gap (spin up / spin down) is 5.271 / 2.529 eV. Its spin multiplicity is 6. The value obtained for the molar mass is 704.143 g mol⁻¹. The charge is +2. For the total energy, the calculation gives -2572.6854 a.u.